Entry from the Open Molecules 2025 dataset: a cluster of 3 separate species, C19H23BrClF2O11PS in total (the ωB97M-V functional and the def2-TZVPD basis).

Properties
**HOMO-LUMO gap**: 8.2 eV
**HOMO**: -8.9522 eV

Atoms and positions in Å:
1 C 2.778677 6.138369 -0.867717
2 C 2.113349 5.316700 0.417422
3 O 1.421923 4.059140 -0.020050
4 C 1.161926 3.301215 1.249443
5 C 2.461937 2.323356 1.453365
6 C 2.921393 1.510536 0.084491
7 C 2.346660 1.309830 2.763970
8 P 2.651113 -0.530276 2.355843
9 O 3.378126 -1.272399 3.797169
10 Br 0.721372 -1.680425 1.978749
11 S 0.693473 1.684839 3.565693
12 O 0.656207 2.980160 4.411473
13 O 0.412785 0.483316 4.550618
14 O -0.491588 1.576486 2.348259
15 C -0.291614 2.550369 1.267484
16 Cl -0.502822 1.572149 -0.337008
17 C -1.592106 3.575565 1.315231
18 C -1.615303 5.112714 0.737737
19 C -2.971697 6.091015 0.769315
20 C -4.399011 5.552148 1.373451
21 C -4.395981 3.998739 1.992178
22 C -3.034812 3.028723 1.961589
23 H 2.030757 6.235091 -1.763423
24 H 3.107247 7.205672 -0.462395
25 H 3.755322 5.516315 -1.157445
26 H 1.340908 6.023371 0.990026
27 H 2.986171 5.120779 1.172693
28 H 1.163723 4.130033 2.100097
29 H 3.379328 3.043760 1.707554
30 H 2.184562 0.660623 -0.236656
31 H 3.082032 2.214132 -0.845580
32 H 3.999833 1.061812 0.330091
33 H 3.181411 1.625166 3.554344
34 H 2.661852 -1.456928 4.472793
35 H -0.665679 5.598679 0.252907
36 H -2.965192 7.197218 0.320121
37 H -5.383619 6.200080 1.387274
38 H -5.435314 3.606912 2.427704
39 H -3.141073 1.940634 2.404033
40 O -1.574233 -7.939027 -0.111181
41 C -1.210595 -6.777269 -0.188337
42 O -0.457081 -6.144518 0.762093
43 C -0.143105 -4.869452 0.239048
44 C -1.231495 -4.651067 -0.755645
45 F -0.792830 -3.905557 -1.794610
46 O -1.511789 -5.949302 -1.227772
47 H 0.850625 -4.900263 -0.220235
48 H -0.141887 -4.111801 1.027308
49 H -2.140748 -4.207614 -0.335969
50 O 0.740631 -8.662684 -6.296347
51 C -0.110596 -7.947688 -5.794289
52 O 0.117771 -6.669506 -5.363509
53 C -1.137699 -6.148460 -4.975879
54 C -1.922040 -7.381036 -4.680472
55 F -3.231955 -7.197671 -4.960044
56 O -1.402748 -8.327256 -5.587052
57 H -1.559402 -5.565735 -5.801704
58 H -1.039589 -5.498530 -4.102176
59 H -1.807511 -7.751181 -3.656072

Forces on the atoms, in the same order (eV/Å):
0.254 -0.899 1.034
0.170 1.635 -0.396
0.372 0.608 2.891
0.778 0.755 0.212
1.076 0.027 -0.620
0.929 0.058 0.050
-0.390 1.871 0.085
2.023 -1.457 1.203
-3.127 1.337 -1.290
0.502 0.852 0.527
-1.389 -1.486 7.864
0.271 -3.560 -4.294
0.932 3.813 -4.523
2.729 1.477 0.300
-1.550 1.610 -1.095
0.337 0.777 1.521
-3.872 2.730 0.314
-2.865 -1.062 1.200
-1.060 -3.490 1.412
4.346 -3.007 0.035
2.953 1.497 -1.676
-0.405 3.553 -1.319
1.528 -0.217 1.794
-0.747 -2.323 -0.958
-2.231 1.550 0.305
1.477 -1.559 -1.264
-1.623 0.052 -1.410
-0.320 -2.096 -1.442
-2.168 -1.487 -0.584
1.427 1.611 0.792
-0.604 -1.151 2.120
-2.477 0.768 -0.606
-2.054 -0.806 -1.431
1.044 0.392 -0.785
-2.038 -1.275 1.063
0.303 -2.830 1.077
2.356 -1.467 -0.038
2.749 0.731 -1.008
0.381 2.542 -1.035
0.942 2.889 -0.291
-0.628 -3.404 0.663
-0.756 -0.619 -0.689
0.770 0.662 0.779
-0.044 0.495 -0.560
-0.119 0.227 -0.274
-0.015 -0.154 0.689
-0.200 0.104 -0.164
-0.028 -0.343 -0.055
0.069 0.058 -0.203
-2.073 1.803 1.181
2.454 -1.740 -1.494
0.027 -1.015 -0.268
0.051 1.255 0.364
-0.792 -0.190 0.079
-0.298 -0.070 0.108
0.819 0.330 0.249
-0.168 -0.222 0.080
0.168 -0.151 -0.139
-0.195 0.009 -0.082



Entry from the Open Molecules 2025 dataset: a structure of composition C19H23BrN5O8P2Ti (the ωB97M-V functional and the def2-TZVPD basis).

Properties
**HOMO-LUMO gap (alpha / beta)**: 7.1 / 7.5 eV
**HOMO (alpha / beta)**: -7.8840 / -8.4188 eV
**2S+1**: 2

Atoms and positions in Å:
1 Ti -1.667035 0.093288 1.727393
2 Br 2.060467 -2.325947 -7.003817
3 C 1.935514 -0.673825 -6.091147
4 C 2.651264 -0.409298 -4.960622
5 C 2.526099 0.815772 -4.206711
6 C 1.758010 1.873996 -4.727558
7 C 1.151113 1.648329 -5.967520
8 C 1.314915 0.452858 -6.714726
9 N 1.897392 3.159234 -4.222597
10 N 1.265160 3.527568 -3.169451
11 C 0.388270 2.574170 -2.515315
12 C -0.646155 1.794886 -3.060704
13 C -1.450788 0.907762 -2.314302
14 C -1.394980 0.886077 -0.933428
15 O -2.135864 0.116975 -0.212772
16 C -0.445410 1.764182 -0.430905
17 N -0.256033 1.644498 0.985233
18 C 0.756074 2.328885 1.516403
19 C 1.529692 3.288165 0.859243
20 C 1.386823 3.438646 -0.466704
21 C 0.452439 2.640257 -1.152105
22 H 3.371804 -1.084083 -4.648663
23 H 3.087169 0.915683 -3.329121
24 H 0.692400 2.439001 -6.573966
25 H 0.781305 0.343918 -7.661950
26 H -0.717081 1.679132 -4.141308
27 H -2.109125 0.302886 -2.910361
28 H 0.881149 2.120942 2.612467
29 H 2.252946 3.861835 1.423383
30 H 1.940156 4.083721 -1.054935
31 O -1.479895 1.726998 5.637662
32 P -1.177483 0.251614 5.025355
33 O -0.157642 -0.423424 5.803651
34 O -1.009138 0.478345 3.536971
35 O -2.626587 -0.478844 5.102048
36 P -3.509523 -1.049391 3.944261
37 O -5.031576 -0.790957 4.300238
38 O -3.214627 -2.420694 3.651832
39 O -3.364208 -0.035206 2.749622
40 H -1.469103 1.683424 6.595274
41 H -5.541095 -1.640301 4.303539
42 C 0.727999 -3.727554 1.323051
43 C 0.560424 -2.237998 1.540627
44 C 0.441979 -2.037854 3.088754
45 C 1.758193 -1.438678 1.079388
46 N -0.611064 -1.618118 0.828482
47 N -1.995266 -1.944377 1.218362
48 H 1.598270 -4.059940 1.899983
49 H 0.747466 -4.033734 0.314944
50 H -0.148881 -4.224169 1.717274
51 H 0.882062 -2.934076 3.669642
52 H -0.606823 -2.057571 3.468713
53 H 0.850477 -1.187832 3.468298
54 H 2.691987 -1.710213 1.592096
55 H 1.561142 -0.416952 1.391127
56 H 2.014862 -1.536855 0.017837
57 H -0.474615 -1.589807 -0.242443
58 H -2.150163 -2.579320 1.953282
59 H -2.524860 -2.176031 0.366696

Forces on the atoms, in the same order (eV/Å):
-1.200 -0.500 0.812
0.031 0.146 0.124
-0.203 2.135 -1.539
-0.874 2.178 1.421
-1.004 -1.038 -2.745
0.826 -2.454 -0.888
0.552 -0.483 -2.137
-1.044 -0.593 1.930
-1.769 2.135 2.705
0.981 -1.729 -2.535
-1.189 0.550 -1.649
1.086 -0.777 -0.492
0.518 1.207 -1.314
-0.471 0.280 -2.075
-0.323 0.232 0.342
2.465 1.298 3.479
0.947 0.706 -1.856
-1.779 -1.178 2.001
0.512 0.088 0.568
-1.096 -1.134 0.415
-1.480 -1.583 1.542
1.014 -1.468 0.906
0.763 0.272 1.110
0.047 0.037 0.804
0.368 0.081 0.249
-0.122 0.370 0.253
-0.380 -0.319 0.257
-0.001 0.369 -1.102
-0.029 -0.064 0.020
1.170 1.342 -0.806
-0.153 -0.744 -0.781
-0.802 1.539 0.204
0.513 -0.750 0.347
1.208 0.552 -0.169
0.101 0.271 1.266
-1.265 3.684 -2.352
-0.865 -1.240 0.907
0.668 -3.205 -0.456
0.625 -0.612 0.176
0.109 0.027 0.295
0.712 1.065 0.122
-0.594 0.148 0.941
0.069 -0.252 1.181
-1.738 -3.999 0.049
0.745 0.194 0.060
0.488 0.058 -0.606
1.099 1.008 -2.721
-0.165 -0.081 -0.423
0.537 -0.176 -1.445
-0.213 -0.289 0.435
-0.347 1.402 -1.142
0.552 -0.073 -0.546
1.313 2.460 0.771
-0.455 -0.292 0.155
0.182 0.359 -0.499
-0.452 0.216 -0.017
-0.569 -0.307 2.339
0.182 -1.271 1.389
0.197 0.203 0.722



Entry from the Open Molecules 2025 dataset: an isolated molecule of C19H23Cl2N3O3S (the ωB97M-V functional and the def2-TZVPD basis).

Properties
**HOMO-LUMO gap**: 8.8 eV
**HOMO**: -8.3485 eV

Atoms and positions in Å:
1 C 2.523864 -0.866429 7.246293
2 C 1.727507 -1.370248 6.048977
3 C 0.618578 -0.408652 5.610159
4 C 1.187411 0.934192 5.151939
5 N -0.125322 -1.015736 4.502101
6 C -1.501214 -0.551930 4.363081
7 C -2.100642 -1.013820 3.032821
8 C -1.481692 -0.341404 1.813651
9 O -2.150980 0.074624 0.893049
10 N -0.122401 -0.292765 1.889169
11 C 0.773529 0.196466 0.954050
12 C 2.138728 0.170113 1.254223
13 C 3.072995 0.638229 0.352967
14 C 2.653955 1.126586 -0.879307
15 Cl 3.765623 1.730824 -2.031628
16 C 1.303904 1.137514 -1.189849
17 S 0.849373 1.748718 -2.825458
18 O 1.464270 0.915833 -3.809597
19 O 1.059138 3.162068 -2.874195
20 N -0.807479 1.565715 -2.906791
21 C -1.502212 0.368751 -2.761440
22 C -2.838798 0.378909 -2.366098
23 C -3.526959 -0.805325 -2.192744
24 C -2.878474 -2.008391 -2.415217
25 Cl -3.728491 -3.494604 -2.176079
26 C -1.555565 -2.034318 -2.826005
27 C -0.868476 -0.848415 -3.000046
28 C 0.365188 0.694893 -0.284186
29 H 1.859297 -0.629200 8.074166
30 H 3.093577 0.022892 6.993165
31 H 3.221300 -1.632256 7.576459
32 H 2.400270 -1.542241 5.205724
33 H 1.272009 -2.329509 6.312037
34 H -0.052433 -0.235730 6.469454
35 H 0.413935 1.545332 4.695012
36 H 1.976922 0.781008 4.420785
37 H 1.592472 1.481634 5.997153
38 H -0.128060 -2.027162 4.605540
39 H -2.137804 -0.907075 5.189047
40 H -1.500526 0.540212 4.395697
41 H -1.965053 -2.093093 2.922547
42 H -3.170806 -0.806984 3.015994
43 H 0.257049 -0.603186 2.797481
44 H 2.463064 -0.224962 2.205365
45 H 4.124394 0.627482 0.589317
46 H -1.304732 2.404179 -2.653004
47 H -3.335318 1.319125 -2.180215
48 H -4.557001 -0.794106 -1.874524
49 H -1.063607 -2.977191 -3.006166
50 H 0.158207 -0.853115 -3.326009
51 H -0.685168 0.715572 -0.515362

Forces on the atoms, in the same order (eV/Å):
-0.073 -0.122 -0.198
-0.209 0.201 0.137
0.239 0.017 -0.029
-0.221 -0.222 0.246
0.104 -0.341 0.327
-0.212 -0.099 -0.029
-0.058 0.190 0.071
-0.005 -0.207 0.349
-0.218 0.100 -0.248
0.130 -0.089 0.287
0.249 0.273 -0.544
-0.239 0.006 -0.052
-0.136 0.127 -0.305
-0.094 -0.123 0.157
0.816 0.084 0.058
0.130 0.156 -0.499
-0.648 0.225 0.044
-0.235 -0.226 0.137
-0.200 0.033 0.197
0.811 0.579 0.060
-0.262 -0.895 -0.094
0.296 0.114 -0.114
0.103 -0.122 -0.056
0.102 0.197 -0.037
-0.151 -0.252 0.037
-0.147 0.042 0.101
-0.108 0.036 -0.013
-0.266 -0.030 0.138
-0.026 0.047 0.128
0.083 0.105 0.037
0.082 -0.005 0.082
-0.021 -0.056 -0.091
-0.009 -0.048 -0.071
0.060 -0.052 -0.066
-0.054 0.124 -0.051
0.125 -0.024 -0.109
0.075 0.134 0.055
-0.026 0.075 0.049
0.101 0.110 -0.081
-0.022 -0.028 0.037
-0.054 -0.054 0.015
0.072 -0.025 -0.077
-0.087 0.031 -0.245
0.053 -0.050 0.116
0.117 0.005 0.023
0.105 0.178 0.043
-0.070 0.124 0.060
-0.085 -0.017 0.036
0.025 -0.089 -0.013
0.059 -0.121 -0.050
-0.004 -0.015 0.043



Entry from the Open Molecules 2025 dataset: a structure of composition C19H23ClMoN6O7 (the ωB97M-V functional and the def2-TZVPD basis).

Properties
**Charge**: +2
**HOMO-LUMO gap (alpha / beta)**: 7.6 / 7.6 eV
**HOMO (alpha / beta)**: -14.6515 / -14.6264 eV

Atoms and positions in Å:
1 Mo -0.380455 -2.198997 0.498814
2 N -1.367132 -2.320881 -1.466367
3 C -2.704734 -1.680106 -1.355067
4 C -3.240603 -1.872139 0.047912
5 O -4.384389 -1.714495 0.355987
6 N -2.241853 -2.272166 0.958060
7 C -2.665959 -2.702422 2.277804
8 C -1.450537 -3.341474 2.919350
9 O -1.383146 -3.860071 3.978000
10 O -0.367869 -3.244431 2.064189
11 H -1.454091 -3.258038 -1.850838
12 H -0.799273 -1.797255 -2.130190
13 H -2.595454 -0.612431 -1.536879
14 H -3.415481 -2.089278 -2.069784
15 H -3.006105 -1.870722 2.897612
16 H -3.486724 -3.418445 2.216077
17 O 2.713434 2.827635 1.053553
18 C 3.451825 1.809723 1.500536
19 O 4.552119 1.951611 1.938618
20 C 2.830714 0.450347 1.404386
21 C 3.446061 -0.756692 1.786935
22 Cl 4.975952 -1.046351 2.402563
23 N 2.586836 -1.762549 1.533690
24 N 1.458466 -1.266796 1.011110
25 C 1.590669 0.050294 0.920882
26 C 0.390846 0.670997 0.290205
27 O 0.279232 1.866024 0.113464
28 O -0.498323 -0.232989 -0.053475
29 C 2.670947 -3.192585 1.588389
30 C 2.307716 -3.869730 0.425088
31 C 2.219900 -5.253861 0.458488
32 C 2.499597 -5.934979 1.636508
33 C 2.874665 -5.238183 2.775803
34 C 2.957645 -3.850109 2.764197
35 H 1.833528 2.553222 0.729634
36 H 2.202160 -3.342814 -0.522291
37 H 1.963344 -5.800633 -0.438887
38 H 2.435347 -7.013833 1.663105
39 H 3.087170 -5.773594 3.690778
40 H 3.206268 -3.297549 3.659612
41 N -1.610119 6.206646 -2.296381
42 C -0.499513 5.680402 -3.171257
43 C -0.842965 4.258618 -3.603048
44 N -1.133459 3.365361 -2.496588
45 C -2.169505 3.895836 -1.629064
46 C -1.874793 5.302198 -1.118098
47 H -2.463927 6.289881 -2.853594
48 H -1.384811 7.148130 -1.972296
49 H 0.406825 5.712918 -2.567237
50 H -0.393402 6.358822 -4.016169
51 H -0.012378 3.870490 -4.190684
52 H -1.713198 4.283503 -4.267560
53 H -0.309079 3.138149 -1.953033
54 H -2.294598 3.241813 -0.767457
55 H -3.119668 3.901443 -2.174466
56 H -0.973546 5.325862 -0.505878
57 H -2.704179 5.726676 -0.554762

Forces on the atoms, in the same order (eV/Å):
0.063 0.115 -0.016
-0.041 0.006 0.009
0.012 -0.010 0.001
0.012 0.006 0.020
-0.009 -0.007 0.000
-0.052 -0.005 -0.027
0.023 0.060 0.001
-0.061 -0.153 -0.035
0.023 0.030 0.004
0.056 0.011 -0.011
-0.005 -0.018 0.044
-0.002 -0.029 -0.016
-0.013 0.000 0.006
-0.003 0.009 -0.006
0.004 0.014 -0.006
0.004 0.001 0.021
0.017 -0.011 0.016
0.015 0.004 -0.077
0.002 0.010 0.030
-0.040 -0.019 0.032
-0.020 -0.008 -0.026
-0.007 -0.015 0.001
0.018 0.055 0.086
-0.024 -0.042 -0.039
0.040 0.046 -0.014
-0.029 0.117 0.140
-0.048 -0.098 -0.137
0.082 -0.060 -0.090
0.021 -0.026 -0.065
-0.015 -0.030 -0.081
-0.005 -0.047 0.033
-0.007 0.013 -0.018
0.009 0.022 0.017
-0.025 -0.007 0.024
-0.032 -0.002 0.016
0.006 0.055 0.089
0.004 -0.002 0.001
-0.003 -0.002 0.002
0.003 0.002 0.001
0.007 -0.007 0.010
-0.006 0.000 0.000
-0.008 0.006 0.005
0.050 -0.010 0.007
-0.067 0.120 0.088
-0.010 0.006 0.005
0.009 0.013 -0.003
-0.002 -0.007 -0.001
0.001 -0.001 -0.001
0.001 -0.001 -0.001
0.003 0.001 0.001
-0.004 -0.007 0.001
0.002 -0.007 0.001
0.055 -0.067 -0.046
-0.008 -0.006 -0.003
0.006 -0.015 0.005
-0.001 0.000 0.002
-0.001 -0.002 -0.001



no.,energy (eV)
1,-150709.2602
2,-155649.9705
3,-66569.8667
4,-57714.7544